Here is a 11-piece molecular cluster, C24H61IN21O16P2 overall in a non-equilibrium geometry from the Open Molecules 2025 dataset. Energies are from wB97M-V/def2-TZVPD.

total charge: -1
energy: -4285.5790 hartree
frontier orbital gap: 5.13 eV
spin multiplicity: 1

```
125
C24H61IN21O16P2, DFT wB97M-V/def2-TZVPD
N -1.91 -1.45 -0.36
C -2.31 -0.39 -0.98
C -3.80 -0.27 -1.55
P -3.80 -1.13 -3.27
C -3.09 0.37 -4.26
C -1.94 -0.21 -5.14
C -2.22 -0.58 -6.51
C -1.16 -1.16 -7.33
C 0.15 -1.37 -6.74
C 0.45 -0.98 -5.36
C -0.61 -0.40 -4.54
O -4.20 -2.73 -2.62
C -5.38 -3.13 -3.30
I -4.96 -4.68 -4.83
C -6.25 -1.87 -3.74
C -7.64 -1.59 -3.04
C -8.27 -2.99 -2.46
C -8.38 -4.16 -3.55
O -9.58 -3.34 -3.00
P -6.58 -1.45 -5.55
O -5.50 -1.79 -6.52
O -8.06 -2.01 -6.12
O -6.71 0.24 -5.59
O -5.49 -0.71 -3.37
H -2.68 -2.13 -0.30
H -1.61 0.47 -1.12
H -4.17 0.78 -1.56
H -4.42 -0.88 -0.85
H -2.44 -1.49 -2.95
H -3.83 -1.80 -4.56
H -3.87 0.87 -4.88
H -2.66 1.11 -3.55
H -3.21 -0.44 -6.98
H -1.41 -1.45 -8.37
H 0.95 -1.84 -7.35
H 1.44 -1.13 -4.88
H -0.45 -0.10 -3.49
H -5.80 -3.80 -2.51
H -8.43 -1.18 -3.71
H -7.53 -1.01 -2.10
H -8.01 -3.29 -1.40
H -8.85 -5.12 -3.30
H -8.15 -3.95 -4.61
H -8.67 -1.27 -6.22
H -7.63 0.44 -5.34
C -4.15 -0.98 2.60
O -4.81 -0.39 1.76
N -2.84 -0.72 2.80
N -4.69 -1.95 3.40
H -2.28 -1.20 3.48
H -2.41 -0.02 2.23
H -5.66 -2.16 3.28
H -4.16 -2.45 4.10
C 3.31 -2.67 -3.22
O 3.19 -1.92 -4.18
N 2.85 -2.35 -1.98
N 3.91 -3.88 -3.30
H 2.93 -2.95 -1.18
H 2.39 -1.46 -1.88
H 4.27 -4.16 -4.20
H 4.02 -4.50 -2.52
C 5.94 -3.13 -0.50
O 5.15 -4.04 -0.75
N 5.53 -1.84 -0.42
N 7.26 -3.33 -0.28
H 6.14 -1.06 -0.22
H 4.56 -1.65 -0.59
H 7.59 -4.28 -0.33
H 7.92 -2.60 -0.07
C -1.22 -1.01 6.82
O -0.78 -2.03 6.32
N -0.52 -0.28 7.74
N -2.44 -0.51 6.51
H -0.87 0.57 8.16
H 0.39 -0.62 8.00
H -2.98 -1.02 5.83
H -2.83 0.33 6.90
C 10.55 -2.44 -1.73
O 9.78 -2.04 -0.87
N 11.16 -1.60 -2.61
N 10.87 -3.76 -1.86
H 11.79 -1.91 -3.33
H 10.94 -0.63 -2.54
H 10.45 -4.40 -1.23
H 11.50 -4.11 -2.56
C 5.35 1.80 0.94
O 5.96 0.83 0.51
N 5.82 2.57 1.96
N 4.15 2.18 0.44
H 5.33 3.37 2.32
H 6.71 2.32 2.35
H 3.76 1.64 -0.31
H 3.63 2.97 0.78
C -3.24 3.84 -0.95
O -2.73 2.84 -1.41
N -2.71 5.09 -1.12
N -4.39 3.79 -0.22
H -3.12 5.92 -0.74
H -1.86 5.15 -1.65
H -4.81 2.89 -0.07
H -4.83 4.60 0.18
C -0.16 2.44 5.23
O -0.78 2.89 6.18
N 0.38 3.23 4.26
N 0.05 1.11 5.06
H 0.89 2.88 3.47
H 0.24 4.22 4.35
H -0.34 0.50 5.77
H 0.56 0.71 4.29
C 3.16 3.14 4.96
O 3.09 3.88 3.99
N 2.62 3.47 6.17
N 3.80 1.94 4.93
H 2.67 2.88 6.98
H 2.14 4.35 6.23
H 4.21 1.67 4.05
H 3.87 1.32 5.72
C 5.09 6.97 7.37
O 6.06 7.60 7.78
N 3.84 7.13 7.89
N 5.18 6.07 6.35
H 3.04 6.63 7.57
H 3.74 7.79 8.64
H 6.09 5.92 5.95
H 4.40 5.55 6.00
```

Here are the Mulliken charges for atoms 1 to 99, given in e: number 1, N, carries -0.722; number 2, C, carries -0.303; number 3, C, carries -0.482; number 4, P, carries 0.379; number 5, C, carries -0.549; number 6, C, carries 0.420; number 7, C, carries -0.219; number 8, C, carries -0.589; number 9, C, carries -0.393; number 10, C, carries -0.584; number 11, C, carries -0.175; number 12, O, carries -0.680; number 13, C, carries -0.736; number 14, I, carries -0.066; number 15, C, carries 1.000; number 16, C, carries -0.889; number 17, C, carries 0.222; number 18, C, carries -0.471; number 19, O, carries -0.522; number 20, P, carries 0.590; number 21, O, carries -0.686; number 22, O, carries -0.516; number 23, O, carries -0.532; number 24, O, carries -0.639; number 25, H, carries 0.337; number 26, H, carries 0.369; number 27, H, carries -0.010; number 28, H, carries 0.223; number 29, H, carries 0.161; number 30, H, carries 0.155; number 31, H, carries 0.373; number 32, H, carries 0.207; number 33, H, carries 0.201; number 34, H, carries 0.324; number 35, H, carries 0.333; number 36, H, carries 0.490; number 37, H, carries 0.213; number 38, H, carries 0.718; number 39, H, carries 0.300; number 40, H, carries 0.283; number 41, H, carries 0.406; number 42, H, carries 0.323; number 43, H, carries 0.142; number 44, H, carries 0.319; number 45, H, carries 0.331; number 46, C, carries 0.580; number 47, O, carries -0.622; number 48, N, carries -0.205; number 49, N, carries -0.395; number 50, H, carries 0.124; number 51, H, carries 0.161; number 52, H, carries 0.220; number 53, H, carries 0.151; number 54, C, carries 0.574; number 55, O, carries -0.739; number 56, N, carries -0.405; number 57, N, carries -0.335; number 58, H, carries 0.260; number 59, H, carries 0.164; number 60, H, carries 0.207; number 61, H, carries 0.221; number 62, C, carries 0.516; number 63, O, carries -0.760; number 64, N, carries -0.118; number 65, N, carries -0.301; number 66, H, carries 0.290; number 67, H, carries 0.136; number 68, H, carries 0.167; number 69, H, carries 0.197; number 70, C, carries 0.403; number 71, O, carries -0.647; number 72, N, carries -0.421; number 73, N, carries -0.290; number 74, H, carries 0.197; number 75, H, carries 0.200; number 76, H, carries 0.130; number 77, H, carries 0.202; number 78, C, carries 0.660; number 79, O, carries -0.664; number 80, N, carries -0.407; number 81, N, carries -0.376; number 82, H, carries 0.158; number 83, H, carries 0.221; number 84, H, carries 0.204; number 85, H, carries 0.163; number 86, C, carries 0.635; number 87, O, carries -0.685; number 88, N, carries -0.406; number 89, N, carries -0.345; number 90, H, carries 0.175; number 91, H, carries 0.195; number 92, H, carries 0.189; number 93, H, carries 0.176; number 94, C, carries 0.565; number 95, O, carries -0.530; number 96, N, carries -0.452; number 97, N, carries -0.331; number 98, H, carries 0.136; number 99, H, carries 0.223